The following is a DFT calculation (ωB97M-V/def2-TZVPD) of C15H20Cl2MnN2Se as an isolated structure.

Results
LUMO energy (spin up / spin down): -0.56 / -0.75 eV
energy relative to the best compared isomer or geometry (same formula, charge and spin): 49.7 kcal per mole
DFT total energy: -5165.80329 hartree

```
! RIJCOSX wB97M-V def2-TZVPD def2/J DEFGRID3
* xyz 0 4
Mn -1.305 1.421 -1.254
Cl -1.958 2.443 0.613
Cl -0.158 -0.290 -2.062
C -2.799 1.086 -1.955
H -2.822 0.766 -3.017
H -3.636 1.817 -1.878
C 0.613 2.634 -1.509
C -0.555 2.821 -2.164
H 1.341 1.883 -1.896
C -1.533 4.031 -1.868
H -0.948 2.150 -3.067
C -0.655 5.221 -1.444
H -2.110 4.227 -2.781
H -2.318 3.844 -1.087
C 0.274 4.839 -0.287
H -0.045 5.492 -2.312
H -1.240 6.120 -1.209
C 1.237 3.642 -0.611
H 0.854 5.720 0.022
H -0.362 4.561 0.569
H 2.180 4.050 -1.010
H 1.548 3.177 0.331
C 1.620 -2.134 3.400
N 0.823 -2.541 2.262
C 0.178 -1.718 1.344
Se 0.025 0.118 1.222
N -0.351 -2.582 0.419
C -0.014 -3.906 0.700
C -0.159 -5.059 -0.065
C 0.519 -6.207 0.373
C 1.319 -6.184 1.534
C 1.439 -5.015 2.304
C 0.735 -3.888 1.869
H 1.551 -1.048 3.502
H 2.667 -2.441 3.262
H 1.254 -2.629 4.310
H -0.764 -2.219 -0.441
H -0.788 -5.019 -0.952
H 0.439 -7.137 -0.193
H 1.849 -7.094 1.825
H 2.057 -4.950 3.200
*
```